A single CHNO4 molecule, computed with ωB97M-V/def2-TZVPD.

Positions of all 7 atoms, in Å:
C1 -0.30012 -0.72354 1.07615
N1 -0.68117 -0.59186 -0.08912
O1 0.14483 -1.36224 1.95015
O2 -1.71418 -0.25061 -0.67313
O3 0.70209 1.31230 -1.11094
O4 0.70128 -0.04884 -0.75882
H1 1.14727 1.66479 -0.39429

ΔE to the lowest compared entry with this formula, charge and spin	6.419	eV
LUMO	-0.045	Ha
strongest force on any atom	0.113	Eh/bohr
electronic energy	-10724.7416	eV
total charge	0